Entry 1:
A structure of composition C29H26F3NO6PPdS2Sb. Source: the Open Molecules 2025 dataset; level of theory: the ωB97M-V functional and the def2-TZVPD basis.

The geometry in XYZ format:
```
70
Properties=species:S:1:pos:R:3:lowdin_charge:R:1
Pd 0.07802 -0.20079 -0.84857 0.315
O -1.19606 0.70766 -2.40893 -0.112
C -0.80601 1.07594 -3.51609 -0.191
C 0.53692 1.26879 -4.01057 -0.107
C 0.62413 1.63016 -5.35576 0.029
C 1.83337 1.86139 -5.96097 -0.176
C 3.03542 1.74205 -5.22287 -0.010
C 2.99376 1.40375 -3.91108 -0.003
C 1.75105 1.14798 -3.20883 -0.357
O 1.77137 0.86474 -1.99303 -0.101
N 1.87735 2.23529 -7.35269 -0.375
O 2.97299 2.43609 -7.86035 0.035
O 0.82618 2.33144 -7.97094 0.035
H -1.58918 1.29792 -4.26291 0.126
H -0.28036 1.73261 -5.94278 0.121
H 3.97437 1.92713 -5.72533 0.112
H 3.90115 1.31078 -3.32868 0.110
C 0.54978 -5.98738 0.46330 -0.087
C 1.13871 -4.71054 1.02201 -0.326
O 2.02135 -4.12525 0.04846 -0.339
P 1.56881 -2.73173 -0.62356 -0.142
S 1.63804 -1.27972 0.75751 0.329
S -0.19886 -2.84083 -1.48774 0.277
O 2.72301 -2.58989 -1.71035 -0.326
C 3.87317 -1.74359 -1.54893 -0.311
C 4.89568 -2.37616 -0.63077 -0.088
H -0.09998 -6.45779 1.20492 0.073
H 1.34143 -6.68767 0.19411 0.073
H -0.03949 -5.75800 -0.42394 0.055
H 1.73484 -4.89680 1.91668 0.115
H 0.34623 -4.00433 1.28020 0.072
H 3.54452 -0.77010 -1.18459 0.065
H 4.26627 -1.62240 -2.55853 0.117
H 4.48245 -2.49296 0.37146 0.056
H 5.78009 -1.73825 -0.56672 0.074
H 5.19474 -3.35645 -1.00381 0.078
F 1.88114 0.83989 6.47471 0.041
C 1.25664 1.06715 5.29477 -0.287
C -0.11218 1.24380 5.29440 -0.016
C -0.74678 1.47542 4.08092 -0.113
C -0.02293 1.52980 2.89320 -0.399
C 1.35866 1.35662 2.93858 -0.166
C 2.01071 1.11701 4.14182 -0.012
Sb -0.93321 1.85883 0.97047 1.479
C -1.97931 -0.02525 0.90894 -0.452
C -1.70322 -1.06014 1.80293 -0.145
C -2.40199 -2.25637 1.74690 -0.019
C -3.38191 -2.40277 0.78762 -0.292
F -4.06411 -3.56927 0.72682 0.045
C -3.69317 -1.40429 -0.11035 -0.014
C -2.98120 -0.21488 -0.04494 -0.152
C -2.66187 2.91372 1.74026 -0.393
C -3.79468 2.27591 2.24374 -0.121
C -4.86933 3.00263 2.74178 -0.014
C -4.79346 4.37971 2.72828 -0.292
F -5.83741 5.09551 3.21040 0.040
C -3.69587 5.05441 2.23746 -0.023
C -2.63469 4.30737 1.74077 -0.138
H -0.66022 1.19773 6.22626 0.114
H -1.82196 1.61320 4.06903 0.094
H 1.94064 1.38698 2.02455 0.074
H 3.08050 0.96389 4.18772 0.118
H -0.91467 -0.94802 2.53553 0.083
H -2.18235 -3.07323 2.42181 0.117
H -4.45859 -1.56891 -0.85677 0.118
H -3.19648 0.56387 -0.76641 0.097
H -3.84572 1.19339 2.24837 0.094
H -5.75389 2.51826 3.13434 0.115
H -3.68317 6.13628 2.24180 0.113
H -1.76920 4.82864 1.34494 0.089
```

The energy above the lowest of the compared OMol25 structures with the same formula, charge and spin comes out at 0.2341 eV. As for the multiplicity: 2. The charge is -1. For the orbital gap (alpha / beta), the calculation gives 6.8 / 7.0 eV.

Entry 2:
A structure of composition C29H26N5O3S2SeZn. Source: the Open Molecules 2025 dataset; level of theory: the ωB97M-V functional and the def2-TZVPD basis.

The geometry in XYZ format:
```
67
Properties=species:S:1:pos:R:3:lowdin_charge:R:1
Zn -0.40475 1.49365 -0.09656 0.291
N -1.11154 3.98605 3.44601 0.055
C -1.20001 3.04678 2.45724 -0.888
S -1.34391 3.58479 0.83560 0.568
N -1.23111 1.79578 2.90139 0.012
N -1.23634 0.91422 1.89273 -0.034
C -1.47863 -0.32238 2.10677 -0.206
C -1.76551 -0.89329 3.44703 -0.187
C -0.74422 -0.96626 4.38971 -0.018
C -0.99412 -1.49497 5.64605 -0.081
C -2.26500 -1.95287 5.97328 -0.105
C -3.28520 -1.88299 5.03610 -0.094
C -3.03382 -1.35622 3.77601 -0.041
C -1.36645 -1.19260 0.91862 -0.205
C -1.55990 -2.56681 0.99470 -0.002
C -1.40124 -3.33459 -0.14507 -0.053
C -1.04351 -2.71884 -1.33156 -0.041
C -0.85169 -1.34813 -1.32414 -0.095
N -1.02219 -0.59988 -0.23669 0.072
H -0.75907 4.87832 3.14276 0.069
H -0.75606 3.63641 4.32300 0.085
H 0.24230 -0.61299 4.11785 0.114
H -0.19435 -1.55017 6.37410 0.098
H -2.45864 -2.36370 6.95653 0.093
H -4.27874 -2.23416 5.28610 0.095
H -3.82938 -1.29487 3.04226 0.118
H -1.80766 -3.01810 1.94470 0.113
H -1.54072 -4.40770 -0.09956 0.105
H -0.89222 -3.27399 -2.24634 0.105
H -0.54105 -0.82826 -2.21707 0.096
O 2.13842 3.30929 1.56647 0.053
C 2.37997 2.14655 1.31828 -0.508
N 1.49647 1.21006 0.84852 -0.114
S 2.15169 -0.26738 0.74213 0.616
O 1.60758 -1.16349 1.73746 -0.301
O 2.16455 -0.76025 -0.61338 -0.308
C 3.78477 0.20869 1.23047 -0.214
C 4.93298 -0.54932 1.34965 -0.039
C 6.08450 0.10358 1.77089 -0.084
C 6.06631 1.46700 2.06308 -0.079
C 4.89681 2.20611 1.94067 -0.006
C 3.75447 1.55285 1.51553 -0.130
H 4.93373 -1.60673 1.12000 0.118
H 7.00830 -0.45219 1.87214 0.098
H 6.97780 1.95216 2.38937 0.097
H 4.85725 3.26438 2.16356 0.119
C -1.90127 -1.81112 -6.43674 -0.067
C -1.44621 -0.77594 -5.44081 -0.291
C -2.35728 -0.02829 -4.71069 -0.033
C -1.95064 0.93894 -3.79268 -0.319
C -2.99027 1.68360 -3.00340 -0.092
C -0.58173 1.16481 -3.59153 -0.574
Se 0.00736 2.47442 -2.31652 0.661
C 0.35592 0.42312 -4.33051 -0.321
C 1.83317 0.61683 -4.13230 -0.093
C -0.09326 -0.53238 -5.23627 -0.034
H -2.98153 -1.95198 -6.38942 0.066
H -1.42613 -2.77681 -6.25016 0.071
H -1.64711 -1.51733 -7.45801 0.073
H -3.42024 -0.20359 -4.84952 0.106
H -3.99442 1.38827 -3.31230 0.069
H -2.87557 2.76137 -3.12591 0.066
H -2.87931 1.49409 -1.93289 0.054
H 2.10859 0.42663 -3.09434 0.054
H 2.12054 1.64695 -4.34969 0.066
H 2.39796 -0.05619 -4.78000 0.069
H 0.64058 -1.10895 -5.79268 0.110
```

The energy above the lowest of the compared OMol25 structures with the same formula, charge and spin comes out at 0.0000 eV. As for the multiplicity: 1. The charge is -1. For the orbital gap, the calculation gives 7.0 eV.

Entry 3:
A structure of composition C29H27AsBF3N3O4SW. Source: the Open Molecules 2025 dataset; level of theory: the ωB97M-V functional and the def2-TZVPD basis.

The geometry in XYZ format:
```
70
Properties=species:S:1:pos:R:3:lowdin_charge:R:1
W -0.71612 1.05552 0.23165 1.447
S -2.67741 -0.59347 0.16601 0.897
C -2.36498 -1.85628 1.27781 -0.653
C -3.48095 -2.61037 1.70263 -0.071
C -3.32828 -3.60878 2.64282 -0.038
C -2.06605 -3.88173 3.15222 -0.006
C -0.94220 -3.16340 2.71608 -0.061
C -1.07423 -2.15749 1.78666 -0.430
As 0.42786 -1.25211 0.97176 1.354
C 1.85890 -1.54462 2.22355 -0.426
C 3.04442 -2.05909 1.70636 -0.108
C 4.09872 -2.35091 2.56042 -0.062
C 3.96611 -2.12710 3.92183 -0.055
C 2.78195 -1.61099 4.43667 -0.056
C 1.72628 -1.31862 3.59193 -0.123
C -0.02111 1.14986 2.23784 -0.354
C -0.99763 0.88069 3.21873 -0.137
C -0.77960 1.18420 4.55066 -0.068
C 0.42491 1.75997 4.93965 -0.055
C 1.40893 2.00792 3.99392 -0.056
C 1.19878 1.69196 2.66105 -0.086
H -4.45712 -2.37234 1.29810 0.116
H -4.18742 -4.17288 2.97891 0.123
H -1.93795 -4.66700 3.88594 0.124
H 0.03334 -3.41610 3.11104 0.111
H 3.15804 -2.21926 0.64161 0.100
H 5.02190 -2.74507 2.15803 0.113
H 4.78952 -2.35023 4.58786 0.114
H 2.68497 -1.43028 5.49951 0.114
H 0.80533 -0.91448 3.99368 0.092
H -1.95702 0.46289 2.93796 0.089
H -1.55104 0.98770 5.28373 0.115
H 0.59481 2.00927 5.97906 0.115
H 2.35307 2.44374 4.29387 0.119
H 2.00389 1.85660 1.95727 0.102
F -3.14594 1.85252 -1.61792 0.000
C -2.07486 2.60113 -2.07378 -0.243
C -1.75334 3.81932 -1.21971 -0.112
N 0.51240 2.84561 -2.21235 0.077
C 1.78790 3.10511 -1.57952 -0.017
C 2.20033 2.01144 -0.62704 -0.505
O 3.33348 1.79423 -0.31622 0.146
O 1.20369 1.27886 -0.07598 -0.354
C 0.47811 2.79361 -3.57662 -0.480
O 1.45248 2.78245 -4.29994 0.088
N -0.80141 2.78441 -4.14267 0.220
C -2.04697 2.62314 -3.56356 -0.384
O -3.02444 2.41836 -4.24156 0.127
H -2.44124 3.95383 -0.39632 0.139
H 1.74063 4.03396 -1.00084 0.159
H 2.56299 3.21242 -2.33262 0.144
H -0.79832 2.84219 -5.15175 0.171
C -0.30210 -2.71570 -3.71831 -0.025
C -0.32890 -1.20798 -4.01017 -0.556
C -1.55894 -0.84819 -4.86223 -0.008
C 0.97061 -0.74079 -4.68448 -0.007
C -0.43749 -0.51024 -2.72427 -0.041
N -0.48617 0.00771 -1.70495 0.056
H -0.17717 -3.24523 -4.66270 0.101
H -1.23429 -3.04772 -3.26068 0.092
H 0.53033 -2.98159 -3.06670 0.091
H -1.46678 -1.36049 -5.82034 0.104
H -1.61536 0.21880 -5.04767 0.073
H -2.48585 -1.16696 -4.38602 0.101
H 1.05226 -1.24684 -5.64634 0.103
H 1.84381 -1.00045 -4.08590 0.100
H 0.96793 0.33773 -4.85918 0.078
F -1.50019 4.98744 -1.88819 0.045
B -0.65521 2.68559 -1.34585 -0.518
F -2.14459 2.01457 0.90555 -0.363
```

The energy above the lowest of the compared OMol25 structures with the same formula, charge and spin comes out at 4.9884 eV. As for the multiplicity: 3. The charge is +1. For the orbital gap (alpha / beta), the calculation gives 6.3 / 4.4 eV.